Entry 1:
Density functional theory data (ωB97M-V with the def2-TZVPD basis set) for a molecular structure, C33H40CuN3O7P4S.

Electronic energy = -5376.8482 Eh
Relative energy (zero: lowest compared OMol25 entry of this formula, charge and spin) = 47.60 kJ/mol

ORCA input file:
```
! wB97M-V def2-TZVPD RIJCOSX def2/J DEFGRID3
* xyz 0 1
Cu -1.012 -1.170 1.019
C 5.212 3.824 -1.161
S 3.944 4.563 -2.202
C 2.988 3.093 -2.624
C 2.220 2.477 -1.464
C 1.462 1.237 -1.917
N 0.838 0.493 -0.827
P 1.494 -0.967 -0.212
C 3.245 -0.485 0.022
C 3.598 -0.061 1.300
C 4.864 0.443 1.557
C 5.800 0.516 0.535
C 5.468 0.076 -0.738
C 4.199 -0.420 -0.993
C 1.568 -2.031 -1.688
C 0.643 -1.858 -2.714
C 0.580 -2.762 -3.763
C 1.437 -3.852 -3.797
C 2.361 -4.032 -2.777
C 2.424 -3.129 -1.729
P -0.692 0.798 -0.143
C -0.569 2.334 0.820
C -1.669 3.176 0.964
C -1.617 4.259 1.828
C -0.466 4.510 2.561
C 0.629 3.668 2.432
C 0.574 2.582 1.574
C -1.734 1.263 -1.550
C -1.647 2.496 -2.198
C -2.424 2.757 -3.313
C -3.301 1.789 -3.787
C -3.406 0.568 -3.140
C -2.628 0.306 -2.020
H 5.913 4.612 -0.895
H 5.755 3.045 -1.697
H 4.805 3.405 -0.243
H 3.655 2.353 -3.076
H 2.297 3.407 -3.411
H 1.537 3.217 -1.042
H 2.908 2.196 -0.664
H 2.148 0.556 -2.430
H 0.700 1.501 -2.658
H 2.875 -0.131 2.106
H 5.121 0.769 2.556
H 6.788 0.909 0.733
H 6.197 0.119 -1.537
H 3.951 -0.766 -1.989
H -0.040 -1.017 -2.692
H -0.145 -2.615 -4.552
H 1.386 -4.559 -4.613
H 3.034 -4.879 -2.795
H 3.148 -3.286 -0.937
H -2.573 2.992 0.397
H -2.475 4.910 1.926
H -0.424 5.356 3.233
H 1.527 3.852 3.006
H 1.430 1.925 1.489
H -0.975 3.258 -1.819
H -2.349 3.715 -3.811
H -3.910 1.993 -4.658
H -4.100 -0.181 -3.498
H -2.726 -0.634 -1.490
C -4.062 0.193 4.156
C -3.806 -1.229 3.677
O -4.570 -2.151 4.490
P -4.458 -1.459 1.974
O -5.046 -2.925 1.973
O -5.786 -0.577 1.883
O -3.543 -1.205 0.843
P -2.032 -1.716 3.845
O -1.876 -1.368 5.416
O -2.002 -3.188 3.627
O -1.184 -0.760 3.053
H -5.132 0.402 4.182
H -3.564 0.911 3.502
H -3.654 0.315 5.158
H -3.958 -2.883 4.690
H -5.189 -3.205 2.897
H -5.631 0.305 1.517
H -1.112 -1.810 5.809
N -2.351 -3.654 0.149
C -2.288 -4.991 0.085
C -0.974 -5.346 0.290
C -0.310 -4.130 0.493
N -1.156 -3.116 0.405
H -3.153 -3.040 0.173
H -3.172 -5.577 -0.090
H -0.560 -6.337 0.301
H 0.727 -3.942 0.705
*
```

=====

Entry 2:
Density functional theory data (ωB97M-V with the def2-TZVPD basis set) for a molecular structure, C33H40F6N6O3SSiZr.

Electronic energy = -3169.5481 Eh
Relative energy (zero: lowest compared OMol25 entry of this formula, charge and spin) = 92.43 kJ/mol

ORCA input file:
```
! wB97M-V def2-TZVPD RIJCOSX def2/J DEFGRID3
* xyz 2 1
Zr 0.673 0.541 -0.097
C 0.468 -1.767 2.112
C 0.167 -2.575 0.848
N 0.085 -1.652 -0.291
C 0.349 -2.274 -1.596
C 1.850 -2.500 -1.778
S 2.799 -1.130 -1.039
C 3.275 -1.843 0.587
C 2.826 -1.009 1.780
N 1.386 -0.652 1.794
H 0.884 -2.416 2.886
H -0.459 -1.334 2.487
H -0.769 -3.121 0.988
H 0.938 -3.319 0.663
H -0.868 -1.240 -0.287
H -0.001 -1.588 -2.359
H -0.182 -3.223 -1.705
H 2.107 -2.524 -2.835
H 2.204 -3.430 -1.337
H 4.363 -1.885 0.599
H 2.908 -2.864 0.628
H 3.378 -0.072 1.772
H 3.091 -1.559 2.688
H 1.292 0.030 2.543
C -10.737 6.551 5.880
O -10.783 5.229 5.358
C -9.680 4.718 4.805
C -8.458 5.388 4.700
C -7.381 4.764 4.105
C -7.484 3.468 3.596
C -8.712 2.803 3.709
C -9.787 3.414 4.305
C -6.316 2.852 2.999
N -5.086 3.330 3.054
C -4.311 2.430 2.394
C -5.069 1.375 1.923
N -6.346 1.661 2.313
C -4.501 0.300 1.207
C -5.259 -0.761 0.677
C -4.634 -1.742 -0.041
C -3.250 -1.657 -0.195
N -2.511 -0.692 0.315
C -3.092 0.300 1.011
C -2.256 1.350 1.579
N -0.876 1.292 1.515
C -0.198 2.235 2.189
C -0.771 3.324 2.831
C -2.132 3.445 2.828
C -2.896 2.426 2.253
H -11.730 6.751 6.269
H -10.501 7.274 5.097
H -10.009 6.629 6.690
H -8.344 6.393 5.079
H -6.435 5.279 4.018
H -8.841 1.791 3.344
H -10.738 2.908 4.406
H -7.172 1.114 2.142
H -6.329 -0.790 0.836
H -5.183 -2.561 -0.483
H -2.731 -2.420 -0.769
H 0.876 2.142 2.226
H -0.137 4.056 3.309
H -2.642 4.283 3.286
C 3.754 3.536 0.614
C 2.636 2.803 -0.111
O 2.183 1.659 0.531
C 3.109 2.331 -1.501
F 2.059 1.576 -2.031
F 4.148 1.512 -1.368
F 3.413 3.263 -2.371
C 1.415 3.746 -0.305
F 0.294 2.941 -0.531
F 1.497 4.580 -1.319
F 1.155 4.439 0.799
H 4.591 2.854 0.751
H 3.398 3.857 1.590
H 4.081 4.408 0.047
C -1.849 2.785 -2.789
Si -1.190 1.038 -3.017
C -0.021 0.887 -4.492
C -2.617 -0.177 -3.226
O -0.395 0.614 -1.624
H -2.695 2.967 -3.455
H -1.091 3.539 -3.010
H -2.191 2.942 -1.763
H 0.030 1.835 -5.032
H -0.378 0.137 -5.200
H 0.998 0.619 -4.209
H -3.202 0.085 -4.111
H -3.294 -0.151 -2.369
H -2.277 -1.207 -3.360
*
```

=====

Entry 3:
Density functional theory data (ωB97M-V with the def2-TZVPD basis set) for a single C33H40N4O4 molecule.

Electronic energy = -1801.5067 Eh
SMILES string = CCN1CCN(CCCNC(=O)[C@H]2c3ccccc3C(=O)N(c3ccc(OC)cc3)[C@@H]2c2ccc(OC)cc2)CC1

ORCA input file:
```
! wB97M-V def2-TZVPD RIJCOSX def2/J DEFGRID3
* xyz 0 1
C -8.365 -0.985 -1.127
C -7.357 -0.282 -2.045
N -6.085 0.081 -1.459
C -5.264 -1.036 -1.039
C -3.852 -0.522 -0.732
N -3.827 0.512 0.285
C -3.989 0.030 1.646
C -3.414 1.025 2.666
C -2.087 1.629 2.193
N -1.182 0.621 1.696
C -0.196 0.098 2.438
O 0.085 0.477 3.557
C 0.648 -0.986 1.737
C -0.117 -1.796 0.742
C -0.807 -2.944 1.109
C -1.473 -3.698 0.157
C -1.458 -3.311 -1.174
C -0.799 -2.153 -1.545
C -0.132 -1.390 -0.594
C 0.480 -0.098 -1.015
O 0.160 0.445 -2.058
N 1.334 0.462 -0.119
C 1.915 1.728 -0.387
C 1.811 2.742 0.553
C 2.383 3.980 0.322
C 3.062 4.221 -0.868
O 3.666 5.395 -1.199
C 3.599 6.466 -0.289
C 3.153 3.201 -1.817
C 2.589 1.967 -1.580
C 1.818 -0.269 1.051
C 2.968 -1.162 0.625
C 4.187 -0.549 0.337
C 5.265 -1.281 -0.106
C 5.159 -2.663 -0.273
O 6.280 -3.298 -0.711
C 6.236 -4.692 -0.896
C 3.950 -3.282 0.016
C 2.870 -2.533 0.456
C -4.741 1.575 -0.096
C -6.158 1.075 -0.407
H -8.629 -0.350 -0.284
H -7.957 -1.919 -0.748
H -9.270 -1.207 -1.685
H -7.806 0.639 -2.429
H -7.141 -0.930 -2.900
H -5.217 -1.763 -1.853
H -5.668 -1.543 -0.143
H -3.218 -1.354 -0.418
H -3.432 -0.088 -1.643
H -3.434 -0.910 1.725
H -5.035 -0.184 1.916
H -3.260 0.497 3.608
H -4.117 1.838 2.850
H -1.595 2.134 3.028
H -2.269 2.341 1.386
H -1.416 0.242 0.792
H 1.048 -1.619 2.535
H -0.809 -3.252 2.145
H -1.999 -4.593 0.454
H -1.968 -3.905 -1.916
H -0.794 -1.812 -2.569
H 1.275 2.570 1.476
H 2.286 4.747 1.074
H 4.139 7.286 -0.759
H 2.564 6.773 -0.104
H 4.079 6.217 0.663
H 3.680 3.403 -2.736
H 2.664 1.183 -2.316
H 2.219 0.473 1.751
H 4.287 0.520 0.461
H 6.207 -0.807 -0.329
H 7.228 -4.974 -1.244
H 5.494 -4.974 -1.650
H 6.019 -5.215 0.041
H 3.828 -4.348 -0.097
H 1.947 -3.049 0.667
H -4.778 2.322 0.697
H -4.332 2.040 -0.998
H -6.768 1.911 -0.757
H -6.618 0.677 0.515
*
```